Molecular formula: C4H12
Method: DFT, ωB97M-V/def2-TZVPD

```
16
Properties=species:S:1:pos:R:3
C 0.323 -2.475 -1.343
C 1.108 -1.549 -0.405
H -0.011 -3.347 -0.763
H -0.594 -2.018 -1.702
H 1.025 -2.932 -2.036
H 2.001 -2.037 -0.005
H 1.712 -0.868 -1.012
H 0.506 -1.188 0.412
C -0.261 1.485 0.676
C -1.297 2.534 1.038
H 0.139 1.030 1.569
H -0.638 0.689 0.064
H 0.547 1.923 0.090
H -1.904 2.832 0.206
H -0.762 3.469 1.266
H -1.894 2.451 1.945
```

Orbital gap = 12.401 eV
F_max = 2.0 eV/Å
Spin multiplicity = 1
Energy relative to the best compared isomer or geometry (same formula, charge and spin) = 57.8 kJ/mol
HOMO level = -11.28 eV
SMILES = CC.CC

---

Molecular formula: C4H12
Method: DFT, ωB97M-V/def2-TZVPD

```
16
Properties=species:S:1:pos:R:3
C 0.688 2.567 -0.548
C -0.712 2.157 -0.133
H 1.081 2.169 -1.478
H 0.746 3.656 -0.626
H 1.439 2.330 0.215
H -1.106 2.876 0.584
H -0.792 1.104 0.113
H -1.427 2.264 -0.946
C 0.416 -2.198 0.989
C -0.359 -2.512 -0.269
H 1.452 -2.470 0.881
H 0.410 -1.175 1.360
H 0.022 -2.854 1.774
H -1.426 -2.533 -0.079
H -0.163 -3.492 -0.671
H -0.271 -1.887 -1.167
```

Orbital gap = 12.712 eV
F_max = 1.4 eV/Å
Spin multiplicity = 1
Energy relative to the best compared isomer or geometry (same formula, charge and spin) = 29.0 kJ/mol
HOMO level = -11.60 eV
SMILES = CC.CC